The following is a DFT calculation (ωB97M-V with the def2-TZVPD basis set) of an isolated molecule of C4H9NO.

Structure (XYZ):
```
15
Properties=species:S:1:pos:R:3:forces:R:3:mulliken_charge:R:1
C 1.1246 0.5565 1.2230 0.063 -0.002 -0.026 -1.15
C 0.2099 1.1926 0.2074 0.969 -0.843 -1.259 0.19
N 0.1764 0.4155 -1.4003 -0.532 -1.114 -0.462 -0.76
C -0.8531 0.3397 -0.3929 -0.414 -0.124 -0.345 0.09
C -1.0153 -1.1356 0.0011 -0.338 0.104 0.253 -0.73
O 0.1426 -1.9011 -0.2280 0.067 0.039 -0.138 -0.56
H 0.6200 0.5902 2.2001 0.007 0.040 -0.252 0.28
H 1.3229 -0.4986 1.0078 0.076 0.170 0.088 0.38
H 2.0592 1.1122 1.3267 -0.090 -0.096 -0.076 0.36
H 0.7215 1.6443 -0.7091 -0.262 2.024 1.537 0.22
H -0.1458 1.1133 -2.0891 0.504 -0.115 0.429 0.30
H -1.8074 0.8101 -0.6170 -0.040 -0.042 0.002 0.40
H -1.8566 -1.5203 -0.5970 0.123 0.042 0.141 0.30
H -1.2820 -1.2407 1.0563 -0.001 0.025 -0.035 0.28
H 0.5830 -1.4783 -0.9888 -0.134 -0.107 0.145 0.39
```
Forces are in eV/Å.

The value obtained for the relative energy (zero: lowest compared OMol25 entry of this formula, charge and spin) is 450.7 kJ/mol. Its HOMO energy is -0.328 Eh. As for the HOMO-LUMO gap: 0.362 hartree. As for the SMILES: C[C@H]1N[C@H]1CO. The total charge is 0.

The following is a DFT calculation (ωB97M-V with the def2-TZVPD basis set) of a structure of composition C36H43FIMnN3O2Se2.

Structure (XYZ):
```
89
Properties=species:S:1:pos:R:3:forces:R:3:mulliken_charge:R:1
Mn 0.4588 0.1521 0.3493 0.310 0.091 -1.888 0.16
C 2.7677 -1.6414 -3.4126 0.432 -0.431 -0.202 -0.89
C 3.2623 -2.1103 -2.0741 1.095 -0.631 0.718 0.19
N 4.2514 -3.0110 -2.0307 -1.660 1.498 -1.530 -0.67
C 4.7213 -3.4184 -0.8752 0.656 -0.622 2.251 -1.09
C 4.1916 -3.0880 0.3781 0.285 -1.135 -1.829 0.60
C 4.7981 -3.7100 1.5916 0.244 -0.027 0.866 -0.65
O 3.7921 -4.4273 2.3343 0.403 -0.884 0.577 -0.51
C 3.0769 -2.2277 0.3691 -0.888 1.009 0.677 -0.19
C 2.3270 -2.0058 1.5893 -1.009 1.317 0.071 -0.29
N 1.5915 -0.9211 1.8806 0.486 -0.792 -0.353 0.41
C 1.1690 -0.7594 3.2284 0.481 -0.319 -0.226 0.57
C 1.8787 -1.4319 4.2349 0.543 -0.524 0.287 -0.43
C 1.5067 -1.3891 5.5711 0.085 -0.330 0.632 -0.84
C 0.4036 -0.6485 5.9372 -1.077 1.055 0.086 -0.66
C -0.2353 0.1592 4.9736 0.005 -0.688 0.552 -0.44
C 0.1568 0.1214 3.6477 -0.518 0.417 -0.211 -0.27
I -0.9564 1.5639 2.4184 0.877 -1.024 0.314 0.07
C 2.7184 -1.5520 -0.8425 0.575 -0.229 -1.045 0.19
O 1.9722 -0.5234 -0.9748 -0.783 -0.266 1.005 0.58
H 3.1380 -2.3687 -4.1623 -0.138 0.640 0.290 0.39
H 3.0719 -0.6137 -3.6526 0.251 -0.282 0.087 0.16
H 1.6899 -1.6043 -3.4559 -0.489 -0.124 0.134 0.15
H 5.5733 -4.1042 -0.9378 -0.195 0.219 0.165 0.29
H 5.2499 -2.9436 2.2417 -0.267 0.056 -0.033 0.27
H 5.6391 -4.3712 1.3487 -0.326 0.039 -0.372 0.45
H 4.1948 -5.1514 2.8708 -0.312 0.997 -0.747 0.30
H 2.3121 -2.8404 2.3092 0.422 0.542 -0.283 0.62
H 2.7646 -2.0348 3.9602 -0.655 0.548 0.232 0.60
H 2.0487 -1.9304 6.3712 -0.208 0.254 -0.859 0.37
H -0.0094 -0.6099 6.9623 0.571 -0.137 -0.636 0.36
H -1.0958 0.7584 5.2636 0.294 -0.016 -0.004 0.43
C 2.9203 2.5695 0.2310 -0.819 -0.431 0.422 -1.09
C 2.2376 3.1630 -1.0287 0.624 0.280 -0.339 0.60
C 2.6342 2.4233 -2.3384 0.195 -0.363 0.774 -1.48
C 0.7668 3.5872 -0.9172 -0.983 -0.493 -0.396 0.89
C 0.5682 4.9664 -0.7552 1.079 -0.195 0.497 -0.88
C -0.6666 5.5812 -0.7913 0.103 0.592 0.165 -1.55
C -1.8051 4.7991 -0.9389 0.782 0.032 -0.115 -0.58
C -1.7070 3.4125 -1.0341 1.656 0.258 -0.512 1.35
C -3.0247 2.7360 -1.1982 -0.679 -0.190 -0.028 1.67
C -4.0240 3.2453 -0.1448 -0.426 -0.047 -0.588 -1.64
C -3.6507 3.0178 -2.5957 0.467 -0.356 0.469 -1.54
C -0.3991 2.7521 -1.0986 -0.601 1.917 0.008 -1.09
N -0.3041 1.3790 -1.2678 -0.070 -1.901 0.335 1.30
C -0.7364 0.7335 -2.4371 0.350 0.300 0.173 0.87
C -0.7537 1.3323 -3.7156 0.020 -0.213 -0.422 -0.80
C -1.0501 0.6169 -4.9026 0.032 0.924 0.523 -0.93
C -1.4654 -0.7014 -4.8417 -0.171 -0.592 0.665 -0.52
C -1.5353 -1.3294 -3.5654 0.147 0.242 -0.102 -0.66
C -1.0982 -0.6441 -2.4379 0.274 0.616 -0.107 -0.74
F -0.9440 -1.2877 -1.2117 -0.360 0.054 -0.573 -0.01
H 3.8553 3.1041 0.4080 0.012 -0.241 0.078 0.39
H 3.1251 1.4937 0.1844 0.040 0.099 -0.281 0.02
H 2.2870 2.7022 1.1275 0.214 0.179 -0.235 0.18
H 2.7715 4.1250 -1.0921 -0.392 -0.137 -0.275 0.63
H 2.2519 1.3931 -2.3759 -0.119 0.412 -0.002 -0.07
H 3.7349 2.3391 -2.3773 -0.319 0.109 0.038 0.42
H 2.3185 2.9897 -3.2090 -0.166 0.007 -0.127 0.41
H 1.4997 5.5427 -0.5492 -0.964 -0.148 -0.368 0.33
H -0.6834 6.6768 -0.6952 -0.303 -0.568 -0.072 0.33
H -2.7909 5.2425 -1.0363 0.253 0.148 0.189 0.26
H -2.8925 1.6664 -1.0395 -0.016 -0.150 -0.190 -0.68
H -4.3942 4.2427 -0.3892 0.121 0.019 0.037 0.44
H -3.6750 3.2675 0.8687 0.574 -0.021 0.551 0.33
H -4.8947 2.6151 -0.1400 -0.509 -0.457 -0.071 0.48
H -3.9548 4.0584 -2.6484 -0.037 0.221 -0.007 0.41
H -4.5353 2.4053 -2.7507 -0.098 -0.120 -0.039 0.42
H -2.9405 2.8378 -3.4005 -0.026 -0.125 -0.001 0.28
H -0.4705 2.3859 -3.7806 -0.033 -0.309 0.002 0.62
H -0.9799 1.1638 -5.8616 -0.056 -0.496 0.623 0.37
H -1.7211 -1.2822 -5.7405 0.057 0.411 0.534 0.37
H -1.9636 -2.3336 -3.4778 0.502 0.270 0.076 0.44
C -0.9223 -4.0982 3.0410 0.362 0.877 0.021 -1.03
Se -1.6474 -2.7675 1.7611 -0.271 -0.271 0.410 0.26
C -3.0618 -2.0271 2.9557 0.546 0.128 0.055 -0.41
C -4.3276 -1.6874 2.1984 -0.146 0.430 -1.404 -0.93
Se -3.8591 -0.7370 0.4299 -0.397 -0.071 1.025 0.12
C -4.5292 -1.9995 -0.9114 0.665 0.636 0.082 -1.03
H -0.8776 -3.6464 4.0393 0.148 -0.030 -0.259 0.28
H 0.0980 -4.3262 2.6939 -0.449 -0.063 0.187 0.19
H -1.5411 -4.9788 3.0926 -0.120 -0.299 -0.200 0.41
H -2.6154 -1.1166 3.4062 -0.373 -0.587 -0.058 0.06
H -3.2392 -2.7976 3.7208 0.043 0.369 -0.116 0.52
H -5.0243 -1.0421 2.7607 0.477 -0.182 -0.226 0.40
H -4.8894 -2.5569 1.8459 0.225 -0.050 0.239 0.39
H -5.5630 -2.2051 -0.7158 -0.446 -0.252 0.045 0.42
H -3.8983 -2.8844 -0.9135 -0.131 -0.042 -0.105 0.29
H -4.4422 -1.4344 -1.8523 0.023 -0.349 0.267 0.29
```
Forces are in eV/Å.

The value obtained for the relative energy (zero: lowest compared OMol25 entry of this formula, charge and spin) is 0.0 kJ/mol. As for the multiplicity: 6. Its HOMO energy (alpha / beta) is -0.249 / -0.252 Eh. As for the HOMO-LUMO gap (alpha / beta): 0.218 / 0.220 hartree. As for the expectation value of S²: 8.757. The total charge is 0.

The following is a DFT calculation (ωB97M-V with the def2-TZVPD basis set) of a structure of composition C25H41Cl3O2P2Yb.

Structure (XYZ):
```
74
Properties=species:S:1:pos:R:3:forces:R:3:mulliken_charge:R:1
Yb -1.9347 -0.6989 2.1321 -1.857 5.682 -3.669 0.34
C -1.4458 -2.9390 2.0126 0.114 -1.118 0.737 0.43
C -0.3956 -2.2670 2.6786 0.519 -1.199 0.752 0.62
C -2.2963 -2.0151 3.9444 0.353 -1.676 0.813 0.23
C -2.6186 -2.8088 2.8092 0.660 -0.798 0.858 1.10
C -0.9213 -1.6910 3.8646 0.460 -1.337 0.876 0.14
C -1.3754 -3.7196 0.7506 -0.045 -0.476 -0.396 -1.61
H -0.3621 -3.7370 0.3325 -0.265 0.014 0.032 0.38
H -2.0685 -3.3461 -0.0191 0.238 -0.030 0.080 0.16
H -1.6720 -4.7593 0.9439 0.102 0.105 -0.112 0.50
C -3.8743 -3.5601 2.6117 -0.644 -0.348 -0.246 -1.26
H -3.6531 -4.5381 2.1613 -0.172 0.178 0.171 0.34
H -4.5856 -3.0539 1.9526 -0.029 -0.132 0.109 0.12
H -4.3754 -3.7189 3.5730 0.041 -0.088 -0.234 0.40
C -3.2428 -1.6120 5.0171 -0.368 0.122 0.191 -1.14
H -3.9781 -2.4076 5.1969 0.163 0.244 0.069 0.35
H -3.8131 -0.7187 4.7211 -0.031 -0.081 0.300 0.08
H -2.7271 -1.3908 5.9584 -0.158 -0.051 -0.177 0.37
C -0.2138 -0.7384 4.7545 0.124 -0.068 0.318 -1.23
H -0.6049 -0.8518 5.7736 0.251 0.313 -0.172 0.39
H -0.3395 0.3160 4.4441 0.031 0.006 0.174 0.18
H 0.8581 -0.9502 4.7590 -0.073 0.146 0.127 0.33
C 1.0073 -2.1175 2.2084 0.291 0.037 -0.002 -1.47
H 1.6856 -2.0977 3.0691 0.005 -0.036 -0.251 0.51
H 1.1677 -1.1794 1.6490 0.172 -0.096 -0.028 0.10
H 1.2844 -2.9564 1.5606 0.093 0.253 0.081 0.39
C -0.9170 -0.5208 -2.7731 0.081 -0.270 -0.203 -0.66
C -0.2924 -1.6776 -2.5007 -0.829 0.485 0.634 -0.77
C 0.8369 -1.7970 -1.5126 0.960 -0.154 -0.677 0.27
C 2.0513 -0.8605 -1.8333 0.064 -2.000 -1.090 -0.92
C 2.2752 0.2602 -0.9461 1.299 0.723 0.659 -1.22
C 1.3644 1.3332 -0.5594 -1.591 0.398 1.275 1.56
C -0.0684 1.3032 -1.1573 -0.198 0.296 0.541 -0.33
C -0.2882 0.8354 -2.5924 -0.518 0.379 -0.595 -0.40
H 1.2152 -2.8290 -1.5589 -0.151 0.259 0.190 0.57
H 2.0146 -0.5654 -2.9070 -0.292 -0.472 0.890 0.04
H 0.5320 -1.6188 -0.4700 -0.211 -0.080 -0.396 -0.80
H 0.6726 0.8626 -3.1864 -1.551 -0.272 0.791 -0.35
H -1.9277 -0.5048 -3.1955 0.572 -0.263 -0.433 0.45
H -0.6541 -2.6112 -2.9194 -0.415 0.039 0.340 0.50
H -0.9439 1.5923 -3.0582 0.145 -0.430 0.073 0.40
H -0.6890 0.6795 -0.5042 0.434 0.249 -0.308 -0.86
H 1.2377 1.2881 0.5458 -0.145 -0.215 -0.066 0.65
H -0.5500 2.2949 -1.0440 0.283 -0.385 0.061 0.56
H 2.9620 -1.4748 -1.7875 -0.196 0.078 0.129 0.59
H 3.1811 0.1960 -0.3407 -0.189 0.019 -0.122 0.32
P 2.4411 1.5991 -3.3274 0.904 0.047 -0.331 0.94
C 2.1153 2.0034 -5.0761 0.351 0.440 -0.335 -1.33
C 4.2305 1.2631 -3.3229 0.439 0.686 -0.389 -1.32
P 2.0806 3.0089 -0.6679 0.924 -0.788 -2.876 1.06
C 2.2263 3.2163 -2.4838 0.510 0.925 -0.075 -1.48
C 3.7729 2.9458 -0.0691 0.197 0.532 0.568 -1.28
C 1.1759 4.4019 -0.0224 -0.053 0.152 0.504 -1.13
H 1.2970 2.7328 -5.1556 0.195 -0.264 -0.058 0.40
H 1.8446 1.0979 -5.6424 0.082 0.298 0.288 0.36
H 3.0322 2.4294 -5.5053 -0.355 0.034 -0.197 0.44
H 4.7080 1.9806 -4.0040 0.325 -0.242 0.229 0.46
H 4.4135 0.2451 -3.6955 -0.105 0.288 0.148 0.37
H 4.6539 1.3596 -2.3158 -0.061 -0.093 -0.280 0.31
H 1.5491 5.3224 -0.5063 -0.149 -0.440 0.210 0.37
H 1.3646 4.4551 1.0571 -0.232 0.147 -0.179 0.44
H 0.1023 4.2810 -0.2190 0.294 0.072 0.059 0.40
H 1.3161 3.6960 -2.8816 0.250 -0.176 0.187 0.55
H 3.0919 3.8620 -2.7242 -0.453 0.100 0.234 0.67
H 3.7640 3.3604 0.9455 0.287 -0.137 -0.078 0.45
H 4.4212 3.5727 -0.7005 -0.243 -0.203 0.265 0.40
H 4.1647 1.9216 -0.0422 -0.211 0.369 -0.055 0.33
Cl -4.6415 -1.2827 -0.0008 -0.072 0.499 0.116 -0.10
C -4.6909 0.4565 0.4708 0.268 0.075 -0.297 0.58
Cl -6.1632 1.2233 -0.0125 -0.113 -0.120 0.037 -0.07
Cl -4.5250 0.5407 2.2955 -0.356 -0.041 -0.397 -0.20
C -3.4063 1.1118 -0.1995 0.759 0.384 -0.189 0.28
O -3.5040 1.7940 -1.2113 -0.089 -0.892 1.272 -0.65
O -2.3521 0.7734 0.4581 -0.820 0.397 -0.478 -0.62
```
Forces are in eV/Å.

The value obtained for the relative energy (zero: lowest compared OMol25 entry of this formula, charge and spin) is 0.0 kJ/mol. As for the multiplicity: 2. Its HOMO energy (alpha / beta) is -0.348 / -0.348 Eh. As for the HOMO-LUMO gap (alpha / beta): 0.252 / 0.226 hartree. As for the expectation value of S²: 0.756. The total charge is +1.